Entry from the OMol25 dataset: a molecular structure, C35H51N2O7SeTi in a non-equilibrium geometry (ωB97M-V/def2-TZVPD).

Geometry as XYZ:
```
97
C35H51N2O7SeTi (ωB97M-V/def2-TZVPD)
Se -1.234 -1.390 2.088
Ti 0.331 0.232 0.139
O 1.193 0.465 -2.296
O -0.143 -1.439 -0.684
O 1.616 -0.678 1.096
O -1.406 2.973 -2.216
O -0.940 1.212 -0.802
O 3.222 3.025 -1.018
O 1.598 1.794 -0.067
N -2.132 2.584 2.394
N -0.197 1.286 1.737
C -0.819 1.741 -1.978
C -3.251 1.908 1.744
C 1.742 -4.955 -2.316
C 2.421 -4.301 6.287
C 4.219 -1.421 2.140
C -0.296 -4.199 -3.569
C -2.440 3.349 3.589
C 1.658 -1.249 2.271
C 1.785 -2.903 6.323
C 2.453 2.075 -0.976
C 0.501 -2.094 4.260
C 1.700 -2.341 4.906
C -1.550 -4.137 1.318
C -0.415 -2.664 -0.317
C -2.901 -7.070 -0.268
C 2.649 -1.982 7.199
C -1.062 -2.904 0.922
C 5.406 -1.925 2.966
C 0.407 -3.022 6.979
C 0.480 -1.569 2.975
C 4.213 -2.243 0.836
C 2.894 -1.606 2.891
C -0.777 -7.649 0.925
C -0.659 -5.043 -0.668
C 2.871 -2.104 4.180
C 2.484 1.028 -2.104
C 1.372 -2.558 -2.747
C 0.657 -3.866 -2.409
C 4.448 0.070 1.841
C 0.257 1.336 -2.937
C -0.146 -3.826 -1.098
C -1.380 -5.246 0.506
C -0.913 2.057 2.265
C -2.679 -6.641 2.168
C -1.925 -6.634 0.836
H 5.295 -2.983 3.216
H -3.527 -5.954 2.134
H 0.669 -1.759 -2.947
H 2.479 -4.719 7.296
H -3.720 -6.352 -0.349
H 0.518 -3.401 7.997
H 1.997 -2.708 -3.633
H -2.026 -6.343 2.990
H 2.371 -4.789 -1.439
H 2.375 -4.911 -3.206
H -0.149 0.772 -3.788
H -0.216 -7.695 -0.009
H -0.084 -7.372 1.722
H 1.825 -4.973 5.666
H -0.233 -3.714 6.428
H 2.685 -2.360 8.225
H 0.254 -4.219 -4.515
H -3.979 2.654 1.421
H -1.519 3.769 3.986
H 6.318 -1.809 2.377
H 3.126 0.200 -1.792
H -1.685 3.304 -1.353
H -3.319 -8.057 -0.049
H -3.127 4.163 3.347
H -2.401 -7.120 -1.237
H -0.476 -5.905 -1.299
H 5.529 -1.353 3.889
H -1.077 -3.440 -3.637
H -0.773 -5.171 -3.428
H 3.430 -4.263 5.874
H 3.616 0.492 1.282
H -2.902 2.723 4.362
H -0.451 -2.306 4.728
H 2.872 1.460 -3.028
H 5.364 0.205 1.259
H -3.741 1.201 2.422
H -0.088 -2.050 7.027
H -3.057 -7.644 2.377
H 4.015 -3.296 1.058
H -2.052 -4.196 2.275
H 3.446 -1.886 0.158
H 0.746 2.232 -3.341
H 3.671 -1.924 6.823
H 4.550 0.626 2.777
H 3.819 -2.336 4.652
H -2.875 1.364 0.880
H 1.326 -5.962 -2.255
H 2.233 -0.973 7.213
H 2.012 -2.241 -1.923
H 5.184 -2.169 0.338
H -1.163 -8.651 1.134
```

Its HOMO-LUMO gap (alpha / beta) is 4.679 / 7.032 eV. For the total energy, the calculation gives -142901.0291 eV. Its net charge is -1. Its expectation value of S² is 2.02. Its spin multiplicity is 3. The energy above the lowest of the compared OMol25 structures with the same formula, charge and spin is 1.3872 eV.

Entry from the OMol25 dataset: 2 unconnected molecules or ions with the total composition C6H10FO4S in a non-equilibrium geometry (ωB97M-V/def2-TZVPD).

Geometry as XYZ:
```
22
C6H10FO4S (ωB97M-V/def2-TZVPD)
S 1.235 2.080 -0.696
F -0.643 2.347 1.768
O 2.064 3.233 -0.404
O -0.220 2.362 -0.602
O 0.692 -0.181 0.709
O 1.591 1.401 -1.932
C -0.911 -1.446 -0.452
C 1.485 0.911 0.665
C -1.395 -2.109 -1.706
C 0.164 -0.661 -0.460
C -1.692 -1.725 0.798
C 2.340 1.224 1.621
H -1.361 -3.195 -1.593
H 0.687 -0.387 -1.366
H -1.622 -2.776 1.084
H 2.493 0.619 2.499
H -1.315 -1.107 1.607
H -2.745 -1.490 0.635
H -0.504 2.400 0.765
H -2.428 -1.831 -1.916
H -0.777 -1.826 -2.553
H 2.862 2.156 1.529
```

Its HOMO-LUMO gap is 8.469 eV. For the total energy, the calculation gives -28128.1065 eV. Its net charge is -1. The energy above the lowest of the compared OMol25 structures with the same formula, charge and spin is 0.0000 eV.

Entry from the OMol25 dataset: a single CH3ClOS molecule in a non-equilibrium geometry (ωB97M-V/def2-TZVPD).

Geometry as XYZ:
```
7
CH3ClOS (ωB97M-V/def2-TZVPD)
Cl -3.704 -0.803 0.473
S -2.859 1.004 0.194
O -1.359 0.622 -0.694
C -0.315 0.066 0.050
H 0.088 0.772 0.782
H 0.455 -0.176 -0.686
H -0.622 -0.854 0.560
```

Its HOMO-LUMO gap is 9.527 eV. For the total energy, the calculation gives -26489.5363 eV. As for the structure (SMILES): COSCl. The energy above the lowest of the compared OMol25 structures with the same formula, charge and spin is 0.4956 eV.

Entry from the OMol25 dataset: a gas-phase ion, C7H12NS (charge +1) in a non-equilibrium geometry (ωB97M-V/def2-TZVPD).

Geometry as XYZ:
```
21
C7H12NS (ωB97M-V/def2-TZVPD)
S -1.192 0.439 1.736
N -0.638 -1.975 2.649
C 1.675 0.344 -0.790
C -0.124 -0.164 0.554
C -1.247 -0.835 2.945
C 0.115 -2.463 1.875
C -0.067 1.981 -0.844
C -0.784 -0.151 -1.916
C 0.122 0.415 -0.791
H 1.954 -0.790 -0.868
H -1.085 2.407 -0.880
H -1.742 -0.474 -1.703
H 0.407 2.391 -1.671
H 0.193 2.390 0.070
H -0.300 -1.026 -2.239
H 0.542 -1.062 0.663
H 2.061 0.708 0.065
H 1.997 0.996 -1.649
H 1.070 -2.875 1.867
H -0.773 0.547 -2.671
H -2.184 -0.803 3.596
```

Its HOMO-LUMO gap (alpha / beta) is 7.570 / 7.567 eV. For the total energy, the calculation gives -19766.7037 eV. Its net charge is +1. The energy above the lowest of the compared OMol25 structures with the same formula, charge and spin is 4.4358 eV.

Entry from the OMol25 dataset: a gas-phase ion, C6H11ClN5O2 (charge +1) in a non-equilibrium geometry (ωB97M-V/def2-TZVPD).

Geometry as XYZ:
```
25
C6H11ClN5O2 (ωB97M-V/def2-TZVPD)
Cl 3.700 1.441 0.199
O 0.935 2.263 0.500
O -1.468 2.777 -0.459
N -0.724 -2.000 0.572
N 1.336 -1.673 -0.468
N 3.689 -1.460 -0.306
N -1.445 0.543 0.267
N -0.084 0.198 0.130
C -3.588 1.561 0.046
C 2.287 0.427 0.076
C 0.044 -1.283 -0.280
C 1.011 1.028 0.187
C -2.039 1.787 -0.058
C 2.435 -0.997 -0.111
H -3.948 2.506 -0.300
H 1.455 -2.566 -0.987
H -4.023 1.408 1.129
H 4.049 -2.390 -0.294
H -0.454 -2.151 1.482
H 0.118 2.790 0.204
H -0.437 -1.434 -1.292
H -1.295 -2.677 0.159
H -3.737 0.776 -0.628
H -2.090 -0.230 0.518
H 4.273 -0.645 -0.287
```

Its HOMO-LUMO gap is 8.549 eV. For the total energy, the calculation gives -30460.8344 eV. As for the structure (SMILES): CC(=O)NN1C(O)=C(Cl)C(N)=[NH+][C@H]1N. Its net charge is +1. The energy above the lowest of the compared OMol25 structures with the same formula, charge and spin is 0.0000 eV.

Entry from the OMol25 dataset: a single C18H18N4O2 molecule in a non-equilibrium geometry (ωB97M-V/def2-TZVPD).

Geometry as XYZ:
```
42
C18H18N4O2 (ωB97M-V/def2-TZVPD)
O 2.011 3.374 -3.901
O 1.636 -4.575 2.703
N 0.005 2.655 -3.146
N -1.895 1.268 -2.911
N -0.843 1.056 1.143
N 0.228 1.871 1.147
C 0.674 -1.037 3.210
C -1.379 0.923 -0.164
C 0.818 -3.452 2.704
C -2.430 0.261 -0.788
C -0.412 -3.362 2.070
C -1.109 -2.091 2.016
C 1.355 -2.284 3.294
C -0.605 1.665 -0.955
C 1.377 2.775 -3.022
C -2.679 0.462 -2.155
C -0.641 3.394 -4.227
C -1.302 0.344 2.356
C 1.247 -5.776 1.989
C 0.418 2.222 -0.085
C 2.212 2.230 -1.861
C -0.547 -0.940 2.563
C -0.798 1.816 -2.350
C 1.753 2.756 -0.491
H -0.400 4.449 -4.109
H -2.388 0.121 2.210
H 0.367 -6.234 2.452
H 1.778 3.885 -0.485
H -1.200 1.020 3.215
H -3.048 -0.440 -0.273
H 1.141 -0.130 3.589
H -1.737 3.316 -4.177
H -2.099 -2.035 1.537
H -0.336 3.045 -5.236
H 3.285 2.464 -2.005
H 2.458 2.464 0.280
H 2.344 -2.310 3.792
H -0.902 -4.208 1.612
H 2.082 1.150 -1.876
H -3.574 -0.032 -2.594
H 2.113 -6.473 1.998
H 1.019 -5.607 0.931
```

Its HOMO-LUMO gap is 8.820 eV. For the total energy, the calculation gives -29012.7693 eV. As for the structure (SMILES): COc1ccc(Cn2nc3c4c(nccc42)N(C)C(=O)CC3)cc1. The energy above the lowest of the compared OMol25 structures with the same formula, charge and spin is 2.5827 eV.

Entry from the OMol25 dataset: 2 unconnected molecules or ions with the total composition C18H21Cl2N4OS (ωB97M-V/def2-TZVPD).

Geometry as XYZ:
```
47
C18H21Cl2N4OS (ωB97M-V/def2-TZVPD)
Cl -0.180 -2.245 -1.314
Cl -0.686 -2.562 2.918
S -4.536 1.170 1.183
O -5.865 -1.172 1.277
N 2.880 -0.166 1.289
N -4.478 -2.604 0.356
N 0.807 0.170 0.805
N -3.888 -1.345 0.339
C -3.457 0.992 2.635
C -1.880 -3.681 0.301
C -0.407 0.844 0.303
C -4.728 -0.536 0.889
C 4.788 2.995 -4.219
C 3.293 1.159 -3.800
C 2.004 0.726 0.826
C -0.195 -2.113 1.321
C 5.042 3.107 -2.860
C 3.550 1.270 -2.440
C -0.768 -2.684 0.254
C -1.288 1.478 1.369
C 4.423 2.242 -1.969
C 2.219 -1.342 1.557
C -2.077 0.490 2.234
C -5.626 -2.444 0.903
C 0.912 -1.144 1.250
C 3.915 2.023 -4.689
H 4.631 2.327 -0.908
H 3.070 0.585 -1.750
H -2.153 -4.007 -0.699
H -0.059 1.618 -0.386
H -1.504 0.261 3.139
H 5.723 3.865 -2.496
H 3.871 -0.009 1.395
H -2.752 -3.233 0.785
H -0.713 2.169 1.994
H -2.198 -0.450 1.689
H -1.990 2.091 0.793
H -3.427 1.978 3.107
H -0.957 0.109 -0.283
H -1.571 -4.548 0.892
H 2.241 1.728 0.502
H 5.274 3.666 -4.915
H 3.720 1.939 -5.750
H 2.711 -2.228 1.924
H -6.379 -3.197 1.075
H -3.924 0.303 3.339
H 2.612 0.402 -4.166
```

Its HOMO-LUMO gap is 9.221 eV. For the total energy, the calculation gives -62887.8003 eV. Its net charge is +1.

Entry from the OMol25 dataset: 9 unconnected molecules or ions with the total composition C40H55F13O24PS2 in a non-equilibrium geometry (ωB97M-V/def2-TZVPD).

Geometry as XYZ:
```
135
C40H55F13O24PS2 (ωB97M-V/def2-TZVPD)
S -2.430 -0.359 -0.018
S -0.035 1.173 1.987
P -0.781 -0.501 1.499
F 0.390 -0.849 -1.369
F -1.887 5.479 -1.137
F 7.366 1.792 5.628
F 0.290 1.321 -1.207
F 6.306 -1.265 0.387
F -7.132 3.277 -3.128
F 4.678 4.450 -4.881
F 0.090 0.371 -3.142
F 4.045 9.339 2.965
F -0.109 -7.398 -5.127
F -10.273 6.387 2.616
F -2.231 1.405 -1.899
F -2.213 -0.665 -2.591
O 7.294 -1.566 6.387
O 1.478 4.935 -0.679
O 6.141 -3.421 1.037
O -5.690 0.570 -1.570
O 8.181 -3.759 1.851
O 0.798 -5.519 -4.269
O -9.065 3.992 0.462
O 0.897 -4.243 -6.085
O 0.016 6.616 -0.650
O 2.786 8.974 4.805
O -7.518 -0.631 -1.057
O 2.572 5.138 -4.440
O 1.877 -3.541 -4.181
O 2.124 6.953 0.086
O 0.754 8.936 3.903
O 6.788 -5.512 1.587
O 0.968 8.949 6.146
O 6.461 -2.392 4.467
O 6.600 -0.168 4.807
O 0.323 5.113 -4.380
O -7.703 1.435 -1.947
O 1.501 3.192 -4.453
O -8.435 5.905 1.394
O -6.933 4.665 0.262
C -3.991 -2.519 0.762
C 0.212 4.376 -1.028
C 6.778 0.627 5.970
C -2.982 -2.058 -0.326
C 2.232 -2.092 -0.205
C -0.572 5.599 -1.447
C 1.263 -4.349 -4.791
C -10.190 4.447 1.227
C -3.345 -4.949 1.470
C 1.671 9.109 2.818
C 0.046 -4.251 -0.955
C 3.056 -1.351 0.858
C 3.565 4.157 -4.181
C 8.127 -2.387 1.458
C 1.289 6.246 -0.367
C -6.790 2.524 -2.061
C 0.289 -5.475 -6.493
C -3.324 -3.443 1.790
C 2.888 2.888 -4.665
C -0.162 -6.049 -5.164
C -9.857 5.915 1.425
C 1.362 4.538 -4.428
C -1.141 -6.447 -0.199
C 7.669 -0.255 6.824
C 2.390 -3.633 -0.166
C -0.645 -5.559 -1.365
C -8.037 4.838 0.672
C -7.037 0.363 -1.485
C 1.081 -4.349 0.179
C -3.313 -5.293 -0.024
C 6.634 -2.139 1.377
C -1.724 0.185 -1.685
C 7.019 -4.356 1.505
C 2.272 -1.115 2.173
C -5.471 1.805 -2.272
C -0.177 0.259 -1.849
C 6.759 -1.473 5.157
C 1.448 8.959 5.065
C -2.664 -6.662 -0.265
C 2.976 8.659 3.440
H -0.519 -5.280 -7.190
H -10.218 6.577 0.636
H -4.623 2.339 -1.856
H 2.726 -3.981 -1.146
H -11.112 4.267 0.685
H -1.601 -1.128 2.444
H -2.733 -4.556 -0.584
H 2.521 -1.744 -1.200
H 1.288 -5.390 0.437
H -4.223 -5.425 1.914
H 2.774 -1.543 3.042
H -2.989 -7.358 0.514
H 6.177 -1.819 2.308
H 3.946 -1.928 1.075
H -4.416 -1.651 1.270
H 1.722 10.163 2.544
H 1.369 8.516 1.961
H -2.946 -7.094 -1.228
H -1.159 -5.733 -4.847
H 7.505 -0.153 7.892
H 5.799 0.841 6.402
H 0.323 3.652 -1.829
H -4.330 -5.264 -0.428
H 0.021 -1.503 0.935
H -4.794 -3.012 0.217
H 8.639 -1.764 2.186
H 0.681 -3.880 1.087
H 8.719 -0.079 6.588
H 3.360 -0.380 0.464
H 8.586 -2.270 0.476
H -0.606 -7.398 -0.211
H -2.269 -3.152 1.888
H -3.771 -3.265 2.771
H -0.463 5.848 -2.499
H -6.839 3.130 -1.157
H -10.209 3.929 2.186
H -0.004 -6.124 -2.041
H -2.098 -2.696 -0.351
H 2.103 -0.053 2.362
H -2.478 -5.389 1.967
H 0.566 -3.859 -1.836
H 1.037 -6.121 -6.954
H 3.168 1.997 -4.112
H 1.170 -1.834 -0.088
H -5.305 1.598 -3.331
H -0.939 -5.959 0.757
H -0.238 3.907 -0.150
H -0.731 -3.516 -0.702
H 3.069 2.741 -5.730
H -1.521 -5.275 -1.961
H 1.288 -1.597 2.127
H 3.177 7.590 3.348
H -3.444 -2.045 -1.313
H 3.149 -3.917 0.566
H 3.803 4.174 -3.115
```

Its HOMO-LUMO gap is 8.514 eV. For the total energy, the calculation gives -157791.6925 eV. Its net charge is +1.